Density functional theory data (ωB97M-V/def2-TZVPD) for C31H37N6O4S2SbSe4Ti as an isolated structure.

Calculated values
Relative energy (zero: lowest compared OMol25 entry of this formula, charge and spin) ... 6.0 kcal/mol
Total energy ... -362592.4626 eV
Kohn-Sham gap ... 6.33 eV

```
! wB97M-V def2-TZVPD RIJCOSX def2/J DEFGRID3
* xyz 0 1
Ti 0.541 0.482 -0.059
C 5.528 3.831 0.351
C 5.400 2.557 -0.470
N 4.949 1.416 0.314
C 3.672 1.098 0.566
S 2.390 2.172 0.091
N 3.450 -0.039 1.167
N 2.136 -0.362 1.258
C 1.878 -1.381 2.009
C 2.935 -2.174 2.698
C 0.457 -1.647 2.244
C 0.016 -2.618 3.132
C -1.341 -2.734 3.376
C -2.211 -1.861 2.749
C -1.693 -0.922 1.872
N -0.394 -0.830 1.605
H 5.877 4.650 -0.279
H 6.239 3.698 1.167
H 4.565 4.114 0.777
H 6.357 2.274 -0.907
H 4.709 2.700 -1.303
H 5.614 0.694 0.552
H 3.865 -2.095 2.142
H 2.642 -3.220 2.771
H 3.100 -1.785 3.708
H 0.725 -3.269 3.621
H -1.709 -3.491 4.056
H -3.276 -1.899 2.924
H -2.333 -0.226 1.351
C -1.950 4.824 4.576
O -1.939 5.533 3.346
C -1.522 4.881 2.245
C -1.523 5.643 1.060
C -1.112 5.061 -0.102
C -0.681 3.717 -0.154
C -0.265 3.126 -1.395
C -0.329 3.894 -2.681
O 0.156 1.956 -1.475
C -0.695 2.961 1.043
O -0.352 1.694 1.095
C -1.117 3.561 2.238
H -2.305 5.528 5.322
H -0.946 4.485 4.841
H -2.626 3.968 4.528
H -1.848 6.673 1.103
H -1.112 5.650 -1.008
H 0.303 4.780 -2.626
H -1.352 4.219 -2.880
H 0.017 3.253 -3.487
H -1.104 2.949 3.127
C -5.159 0.086 -2.745
C -3.838 -0.093 -3.481
N -3.037 -1.205 -2.975
C -3.141 -2.501 -3.658
C -4.184 -3.422 -3.039
C -2.261 -1.071 -1.895
S -2.130 0.412 -1.071
N -1.668 -2.219 -1.468
C -0.490 -2.231 -0.927
O 0.339 -1.243 -0.893
C -0.011 -3.496 -0.314
C -0.925 -4.442 0.142
C -0.470 -5.584 0.781
C 0.895 -5.795 0.943
C 1.806 -4.862 0.464
C 1.354 -3.707 -0.155
H -5.690 0.951 -3.144
H -4.982 0.255 -1.684
H -5.801 -0.788 -2.858
H -3.241 0.815 -3.398
H -4.013 -0.282 -4.540
H -2.164 -2.977 -3.640
H -3.386 -2.287 -4.698
H -3.944 -3.607 -1.993
H -4.190 -4.377 -3.565
H -5.184 -2.995 -3.103
H -1.983 -4.264 0.000
H -1.178 -6.317 1.146
H 1.247 -6.695 1.431
H 2.873 -5.024 0.560
H 2.067 -2.983 -0.529
Se 2.424 -1.737 -3.521
Sb 4.573 -1.267 -2.265
Se 4.997 -2.748 -0.467
Se 6.265 -0.085 -3.416
Se 2.439 0.300 -2.227
*
```

=====

Density functional theory data (ωB97M-V/def2-TZVPD) for C31H37N8PtS3Sb2 as an isolated structure.

Calculated values
Relative energy (zero: lowest compared OMol25 entry of this formula, charge and spin) ... 21.1 kcal/mol
Total energy ... -93470.4850 eV
Kohn-Sham gap ... 4.55 eV

```
! wB97M-V def2-TZVPD RIJCOSX def2/J DEFGRID3
* xyz 3 1
Pt -0.016 -0.035 -0.415
S 0.066 -0.025 2.046
C 1.558 0.924 2.073
N 1.937 1.631 3.118
N 1.292 1.590 4.215
C 1.616 2.393 5.316
C 2.662 3.323 5.246
C 2.930 4.115 6.342
C 2.166 3.994 7.500
C 1.140 3.058 7.568
C 0.859 2.256 6.481
N 2.383 1.001 1.026
N 2.142 0.387 -0.036
C 3.121 0.361 -1.035
C 2.881 -0.406 -2.180
C 3.851 -0.533 -3.153
C 5.077 0.101 -2.995
C 5.322 0.869 -1.861
C 4.359 1.004 -0.882
H 0.504 0.952 4.322
H 3.241 3.395 4.337
H 3.738 4.832 6.300
H 2.371 4.633 8.348
H 0.564 2.959 8.477
H 0.062 1.522 6.530
H 1.930 -0.917 -2.265
H 3.670 -1.140 -4.030
H 5.847 -0.018 -3.745
H 6.279 1.357 -1.739
H 4.542 1.586 0.010
N -0.160 -1.738 -3.736
C -0.225 -0.380 -3.714
N -0.141 0.364 -2.636
C -0.249 1.715 -2.928
C -0.456 1.982 -4.238
S -0.480 0.538 -5.163
C -0.191 2.675 -1.844
C -0.020 4.010 -1.966
S -0.077 4.778 -0.432
C -0.335 3.230 0.321
N -0.351 2.228 -0.537
N -0.517 3.131 1.644
H 0.408 -2.176 -3.031
H -0.115 -2.177 -4.643
H -0.617 2.938 -4.709
H 0.138 4.577 -2.868
H -0.582 3.965 2.205
H -0.793 2.249 2.046
C -4.353 -0.193 0.890
Sb -2.845 -0.106 -0.629
C -3.595 1.551 -1.750
C -3.461 -1.789 -1.949
C -3.791 -2.979 -1.136
C -5.093 -3.127 -0.648
C -5.450 -4.195 0.154
C -4.491 -5.135 0.512
C -3.201 -5.010 0.031
C -2.834 -3.960 -0.813
C -1.471 -3.951 -1.396
Sb -0.029 -2.722 -0.274
C 1.754 -3.802 -0.749
C -0.476 -3.431 1.680
H -5.320 -0.089 0.400
H -4.200 0.631 1.584
H -4.310 -1.138 1.426
H -4.646 1.357 -1.958
H -3.043 1.679 -2.679
H -3.508 2.455 -1.150
H -2.635 -1.909 -2.648
H -4.332 -1.365 -2.446
H -5.843 -2.398 -0.936
H -6.469 -4.303 0.498
H -4.762 -5.973 1.140
H -2.470 -5.774 0.274
H -1.444 -3.619 -2.432
H -1.001 -4.932 -1.317
H 1.525 -4.862 -0.651
H 2.537 -3.530 -0.044
H 2.095 -3.593 -1.761
H -0.448 -4.519 1.653
H -1.466 -3.091 1.979
H 0.266 -3.059 2.382
*
```

=====

Q: Number 2 is which compound?
A: C31H37N8PtS3Sb2